This record from the OMol25 dataset describes 15 unconnected molecules or ions with the total composition C64H169N11O21. The level of theory is ωB97M-V with the def2-TZVPD basis set.

The geometry in XYZ format:
```
265
Properties=species:S:1:pos:R:3:forces:R:3:lowdin_charge:R:1
C -2.689149 4.369236 -5.392740 1.5 2.2 -1.9 -0.036
C -1.499846 4.771272 -6.360057 1.0 -0.7 2.3 -0.359
O -1.746252 4.529127 -7.684848 -1.4 -0.6 -1.8 -0.064
H -2.913443 3.324617 -5.608525 -0.5 0.3 0.4 0.074
H -3.413431 5.142703 -5.648222 -1.0 -0.8 0.0 0.066
H -2.406177 4.631067 -4.373202 0.1 -0.7 0.1 0.046
H -0.682128 4.128777 -6.033513 0.5 0.0 0.1 0.093
H -1.121221 5.790196 -6.279175 -0.4 0.4 0.7 0.104
H -1.054077 4.888844 -8.244408 0.1 0.0 0.2 0.091
C -1.655261 -3.501006 -1.464233 -0.3 -0.5 -1.3 -0.074
C -1.976976 -4.928560 -1.982700 1.1 0.3 1.4 -0.280
O -1.054129 -5.870809 -1.406612 0.2 0.3 -1.6 -0.116
H -2.158766 -2.791228 -2.120594 -0.6 0.2 0.2 0.051
H -0.615292 -3.270317 -1.695220 0.2 -0.3 0.6 0.062
H -1.931596 -3.353902 -0.420160 0.3 0.1 -0.1 0.052
H -1.847811 -4.933562 -3.065010 -0.2 -0.2 0.0 0.087
H -2.980708 -5.236905 -1.690219 -0.3 0.2 -0.3 0.098
H -1.440855 -6.242650 -0.610513 -0.3 0.3 0.7 0.008
C -1.090429 0.012869 -0.105236 -0.7 1.0 2.1 -0.094
C -1.008396 1.320192 -0.798245 2.1 0.4 -1.3 -0.332
O -0.132523 2.208990 -0.102524 0.0 -0.9 0.7 -0.095
H -1.272450 0.371044 0.908014 -0.9 -0.8 0.6 0.070
H -0.134243 -0.491748 0.033272 -0.1 -0.2 -0.9 0.072
H -1.923376 -0.527801 -0.554631 0.3 -0.6 0.4 0.076
H -1.952556 1.823598 -1.006172 -0.2 -0.4 0.0 0.105
H -0.475887 0.990096 -1.690193 -0.4 0.9 -1.1 0.102
H -0.260215 3.124731 -0.360827 -0.2 0.7 -0.3 0.017
C -6.101112 1.656096 -0.259640 1.0 -0.2 0.0 -0.073
C -6.067421 0.160905 -0.609109 -0.1 0.2 0.6 -0.319
O -7.290484 -0.442482 -0.226115 -0.5 -0.2 -0.4 -0.080
H -5.104591 2.034104 -0.488010 0.2 0.2 0.0 0.061
H -6.283277 1.914669 0.783449 -0.1 -0.6 0.1 0.055
H -6.784860 2.271055 -0.844815 -0.2 -0.5 -0.2 0.079
H -5.295509 -0.447856 -0.138310 0.6 0.7 0.6 0.105
H -5.795531 0.036006 -1.657244 -0.7 0.1 -0.5 0.094
H -7.093705 -1.297003 0.164637 -0.1 0.0 -0.1 0.076
C -1.197996 -2.336337 2.809014 -0.8 -0.5 0.3 -0.066
O -1.203804 -3.731082 2.397247 0.7 3.2 -0.1 -0.196
C -2.234783 -4.453270 2.962113 -1.2 -1.1 0.7 -0.246
C -2.890119 -5.262258 1.832561 0.4 0.0 0.1 -0.167
N -1.839457 -6.041076 1.217562 0.6 -1.4 0.0 -0.078
C -1.574972 -7.286263 1.916255 0.5 -1.5 0.6 -0.182
C -0.667645 -8.341739 1.216200 -1.2 0.6 1.0 -0.238
O 0.644857 -8.060045 1.583690 1.9 0.1 -1.1 -0.194
C 1.700042 -8.724425 0.812586 -1.1 0.9 0.4 -0.057
H -0.304210 -1.829951 2.444572 -0.3 -0.2 -0.2 0.085
H -1.312833 -2.172987 3.880564 0.9 -0.8 0.6 0.070
H -2.142864 -1.849092 2.568342 0.1 0.1 -1.3 0.086
H -3.019001 -3.946338 3.524364 0.1 0.9 -0.2 0.124
H -1.695549 -5.013527 3.725950 -0.6 -1.0 0.1 0.125
H -3.179286 -4.620181 1.000558 -0.6 0.6 0.5 0.106
H -3.727286 -5.887542 2.142844 0.0 0.1 0.1 0.123
H -1.054938 -5.468655 1.494991 0.8 0.0 -1.2 0.100
H -2.462813 -7.857966 2.186426 -0.5 0.4 -0.3 0.117
H -1.092889 -7.053111 2.865651 0.1 -0.3 0.3 0.115
H -0.976251 -8.378485 0.171435 0.8 0.2 -0.5 0.120
H -0.915318 -9.317912 1.633131 -0.3 -0.3 0.1 0.115
H 1.436234 -9.776534 0.705054 0.3 -0.1 0.0 0.083
H 2.653210 -8.542409 1.309006 -0.3 -0.4 0.4 0.081
H 1.832601 -8.250724 -0.160116 -0.4 -0.1 -0.3 0.082
C 2.220869 -3.098621 -0.365673 -0.1 0.5 -1.6 -0.078
O 2.893490 -2.161922 -1.211578 -0.7 -1.5 -0.2 -0.207
C 3.850893 -1.378768 -0.584074 -0.6 0.2 -1.2 -0.237
C 4.934936 -1.038749 -1.612581 0.6 1.5 1.8 -0.209
N 6.145469 -1.789339 -1.468223 -0.3 -1.0 -1.0 -0.077
C 5.970043 -3.152491 -2.039358 2.3 1.1 0.8 -0.164
C 7.249331 -3.958354 -1.604791 -1.5 -1.0 -1.0 -0.182
O 6.797134 -5.215669 -1.030495 0.1 1.1 1.1 -0.192
C 6.408912 -4.953160 0.341531 1.0 0.0 -0.2 -0.103
H 1.350637 -2.571809 0.025835 -0.1 -0.5 0.6 0.071
H 2.872558 -3.569832 0.370094 0.0 0.3 0.3 0.083
H 1.921493 -3.885303 -1.058203 -0.4 -0.1 0.3 0.088
H 4.183863 -1.930216 0.295209 0.7 0.4 0.2 0.108
H 3.384997 -0.435275 -0.299726 -0.1 0.1 0.5 0.101
H 5.196817 -0.033059 -1.283793 0.2 0.5 -0.5 0.102
H 4.640362 -0.986928 -2.660742 -0.5 -0.2 0.2 0.131
H 6.378694 -1.786401 -0.485526 0.2 -0.4 0.1 0.091
H 5.962482 -2.998254 -3.118362 0.0 -0.2 -0.1 0.112
H 5.035701 -3.651428 -1.782150 0.1 -0.2 0.4 0.110
H 7.958047 -3.412492 -0.982017 -0.5 0.2 0.7 0.109
H 7.887641 -4.160036 -2.465021 -0.4 -0.6 -0.2 0.111
H 7.307588 -4.681756 0.895458 0.3 -0.2 0.2 0.079
H 5.958614 -5.810931 0.841082 0.0 -0.2 -0.5 0.086
H 5.771843 -4.086315 0.517075 -0.5 0.1 -0.7 0.063
C -1.346083 -0.067020 -4.895286 0.1 1.2 -1.5 -0.102
O -0.191966 -0.521421 -5.633083 -0.8 0.4 0.6 -0.183
C 0.138838 -1.872322 -5.396413 -0.1 -0.2 -0.1 -0.219
C -0.961631 -2.879703 -5.741677 0.8 -0.2 0.1 -0.221
N -0.906987 -3.322613 -7.155375 -1.3 -0.5 0.9 -0.045
C -2.015137 -4.296343 -7.486871 0.1 -0.6 0.5 -0.165
C -1.949056 -5.676559 -6.670432 0.8 1.1 -2.4 -0.209
O -3.178534 -6.368908 -6.772749 -1.1 -1.3 1.4 -0.191
C -3.362014 -7.520883 -5.855707 0.2 1.6 0.6 -0.059
H -2.161990 0.053346 -5.607961 -0.5 -0.8 0.0 0.081
H -1.227192 0.994404 -4.677708 0.7 0.0 0.6 0.072
H -1.666454 -0.610659 -4.006510 0.4 -0.3 -0.1 0.080
H 0.405935 -1.966218 -4.343821 0.1 -0.2 0.2 0.112
H 1.021198 -2.081339 -6.001268 0.0 0.0 0.0 0.125
H -1.908921 -2.428180 -5.446918 -0.4 -0.2 -0.1 0.106
H -0.783279 -3.728856 -5.081961 -0.1 -0.1 -0.1 0.093
H -1.151504 -2.466468 -7.632166 0.2 0.0 -0.7 0.098
H -1.908594 -4.582214 -8.533308 0.1 0.2 0.0 0.102
H -3.015205 -3.868125 -7.419067 -0.2 0.2 0.5 0.104
H -1.460596 -5.477372 -5.716582 -0.7 -0.6 0.4 0.094
H -1.283467 -6.218419 -7.342351 0.7 -0.4 0.7 0.112
H -3.422006 -7.118007 -4.844672 0.7 0.1 0.3 0.073
H -2.617123 -8.315715 -5.894087 0.4 0.3 -0.4 0.084
H -4.331530 -8.018958 -5.863044 -0.3 0.4 -1.3 0.056
C 9.381589 -4.081847 7.760576 0.4 2.0 -0.2 -0.115
O 8.229539 -3.420577 7.196011 -0.1 -0.7 1.5 -0.196
C 7.124684 -3.525895 8.134800 -0.5 0.7 -1.6 -0.204
C 5.931867 -2.636957 7.685307 -0.2 -1.5 0.4 -0.196
N 4.774962 -3.123718 8.460098 -0.9 -0.4 -0.8 -0.096
C 3.545614 -2.339574 8.191368 1.7 0.6 -1.5 -0.160
C 3.109475 -2.394428 6.686831 1.9 -1.9 0.6 -0.271
O 1.901557 -1.830178 6.527531 -2.4 1.0 0.3 -0.206
C 1.110195 -2.190688 5.424862 -0.7 0.7 0.7 -0.106
H 9.295632 -5.114696 8.098123 -0.5 0.0 -0.3 0.086
H 9.714001 -3.440538 8.576859 -0.1 -0.3 0.7 0.078
H 10.224758 -3.944888 7.083506 -0.3 -0.5 -0.5 0.081
H 7.305011 -3.227834 9.167629 0.9 -0.1 0.1 0.115
H 6.825517 -4.573700 8.108102 -0.4 0.0 0.2 0.119
H 5.734887 -2.813416 6.627868 0.0 0.0 0.0 0.101
H 6.036942 -1.559104 7.808984 0.6 0.2 0.1 0.109
H 4.882679 -3.010090 9.457890 0.7 -0.1 0.1 0.099
H 3.917581 -1.326643 8.345312 -1.0 0.8 0.5 0.100
H 2.781197 -2.669692 8.894776 -0.2 0.3 -0.3 0.123
H 3.097553 -3.457050 6.444332 -0.1 -0.5 -0.2 0.123
H 3.761781 -1.935919 5.943618 0.9 0.1 0.5 0.089
H 0.935161 -3.261138 5.317145 0.2 -0.2 0.2 0.093
H 1.409116 -1.780455 4.460266 0.5 0.1 -0.1 0.075
H 0.186387 -1.689865 5.714427 -0.4 -0.3 -0.5 0.089
C 0.346427 8.293151 1.105967 1.2 0.5 -0.5 -0.120
O -0.134933 7.058667 1.488375 -0.8 -1.8 0.9 -0.241
C 0.491249 6.448765 2.645231 -0.5 0.5 0.3 -0.157
C 0.236633 4.937876 2.670610 0.6 -0.6 -1.5 -0.197
N 1.037707 4.152137 3.604473 1.3 2.3 0.0 -0.068
C 0.855511 2.749715 3.545718 -0.5 -1.6 1.3 -0.203
C 1.814935 1.878291 4.445821 -1.3 0.6 -0.2 -0.180
O 1.617678 2.314800 5.799487 1.0 -0.6 -0.1 -0.195
C 2.445415 1.601568 6.754988 0.2 1.4 -0.4 -0.072
H 1.316242 8.174098 0.622860 0.5 0.0 0.0 0.084
H 0.509197 8.974477 1.941072 -0.4 0.2 0.1 0.091
H -0.271709 8.717745 0.314936 -0.4 0.0 0.4 0.089
H 0.074652 6.906595 3.542405 0.0 0.3 0.2 0.122
H 1.553727 6.688661 2.604155 0.2 -0.4 0.1 0.120
H 0.518340 4.672625 1.651600 0.2 -0.6 -0.1 0.099
H -0.802112 4.611606 2.722185 -0.6 0.6 0.2 0.112
H 0.793094 4.451341 4.537614 0.3 0.0 0.2 0.113
H 0.742302 2.383997 2.525165 0.4 0.0 -0.1 0.109
H -0.095471 2.580306 4.050713 -0.6 -0.7 -0.2 0.113
H 2.850757 1.833616 4.109418 0.2 0.5 0.3 0.083
H 1.447858 0.853066 4.398248 -0.1 -0.3 -0.3 0.105
H 2.392585 0.514285 6.699141 -0.5 0.0 0.1 0.070
H 2.234669 2.045830 7.727777 -0.6 -0.5 0.1 0.087
H 3.491241 1.890028 6.649388 0.4 -0.1 -0.6 0.074
C -5.880410 -2.860563 -3.041122 -0.6 0.8 -0.8 -0.116
O -6.251189 -3.753009 -4.064182 0.6 0.6 0.1 -0.182
C -6.713668 -4.956754 -3.521091 -0.6 1.3 -0.2 -0.253
C -7.009822 -5.836019 -4.671373 0.7 -1.9 0.5 -0.210
N -7.485697 -7.135896 -4.153577 -1.8 0.7 -1.3 -0.060
C -7.707399 -7.986550 -5.323306 -0.5 -1.4 0.6 -0.199
C -8.263516 -9.420705 -5.005080 1.2 0.8 0.4 -0.212
O -7.251628 -10.385616 -5.054740 0.7 -0.2 -0.7 -0.208
C -6.775559 -10.663127 -6.387488 0.4 0.1 1.4 -0.090
H -5.218083 -3.312048 -2.302481 0.3 0.0 0.0 0.079
H -6.765242 -2.463943 -2.543265 -0.3 -0.1 0.4 0.081
H -5.465176 -1.995308 -3.557873 0.5 -0.1 0.3 0.089
H -7.659207 -4.757744 -3.016658 -0.1 -0.1 0.6 0.129
H -5.953745 -5.279506 -2.809427 -0.1 -0.8 0.1 0.120
H -6.122499 -5.955343 -5.293086 0.6 -0.1 0.0 0.109
H -7.710686 -5.400836 -5.383757 -0.5 0.0 0.5 0.131
H -6.934044 -7.584560 -3.436305 0.4 0.2 -0.3 0.113
H -6.725443 -7.984415 -5.796444 -0.1 -0.8 -0.9 0.088
H -8.468725 -7.640024 -6.022169 0.2 1.1 0.2 0.117
H -9.073950 -9.757710 -5.651399 -0.2 0.4 -0.3 0.110
H -8.627939 -9.416618 -3.977813 -0.1 0.0 0.0 0.119
H -6.074209 -11.464908 -6.156496 -0.5 -0.6 -0.8 0.092
H -6.150835 -9.904530 -6.859023 -0.1 0.7 0.3 0.066
H -7.612832 -10.817074 -7.068200 0.0 -0.7 0.0 0.088
C 2.201671 5.592914 -2.292556 -0.8 -0.4 0.2 -0.100
C 1.491286 5.956857 -3.629500 2.4 -1.1 1.1 -0.348
C 1.259185 7.502265 -3.625435 0.3 -0.6 -0.8 -0.176
O 0.043761 7.927031 -3.004664 1.1 -1.0 0.1 -0.213
C -0.666109 8.997476 -3.593161 0.0 -0.6 0.3 -0.088
N 2.456091 5.424628 -4.682582 -1.0 1.1 -0.7 0.016
H 3.226817 5.962818 -2.311091 -0.1 0.2 0.1 0.081
H 2.253447 4.511680 -2.164714 0.1 -0.2 -0.2 0.076
H 1.673214 5.913008 -1.394570 0.1 0.5 0.0 0.048
H 0.621925 5.308824 -3.740629 -0.5 0.6 -0.1 0.118
H 1.392162 7.848021 -4.650551 -0.6 0.2 -0.3 0.115
H 2.105652 7.930902 -3.088915 0.1 0.1 0.3 0.119
H -0.037369 9.579248 -4.267182 -0.2 0.0 -0.1 0.089
H -1.017621 9.615136 -2.766697 -0.1 0.2 -0.2 0.087
H -1.518886 8.533651 -4.088902 -0.2 0.5 -0.4 0.072
H 3.294219 5.965181 -4.842101 -0.2 0.7 0.2 0.057
H 2.834156 4.511747 -4.473247 -0.6 -0.2 0.4 0.060
C -5.756459 4.250499 2.525192 0.1 -0.2 -1.3 -0.074
C -5.876945 5.791634 2.392608 0.5 -1.8 -0.1 -0.427
C -7.045393 6.202712 1.463993 -1.1 -0.3 -0.1 -0.207
O -7.248246 7.575959 1.317604 -0.4 3.2 1.0 -0.208
C -8.521494 8.065987 0.794049 1.1 -1.7 -1.4 -0.076
N -5.983805 6.197126 3.763715 0.2 1.6 -0.2 0.035
H -5.506169 3.861349 1.538273 -0.5 -0.5 0.0 0.040
H -6.638731 3.780511 2.959732 -0.5 0.2 -0.5 0.078
H -4.989105 3.832622 3.176842 0.5 1.0 0.1 0.080
H -4.940891 6.166147 1.978303 0.1 0.2 0.1 0.117
H -7.929015 5.798285 1.957692 -0.4 -0.5 -0.2 0.121
H -6.998298 5.920552 0.412201 0.4 -1.4 0.1 0.127
H -8.466719 9.045475 0.318960 0.6 0.5 1.1 0.082
H -9.422788 7.942867 1.394568 0.4 0.0 0.6 0.085
H -8.692945 7.515261 -0.130830 -0.3 -0.7 -0.1 0.072
H -6.792749 5.774144 4.195913 -0.2 0.2 0.1 0.074
H -6.099054 7.197443 3.685064 -0.3 0.4 0.9 0.071
C 6.853449 6.091215 3.554647 -1.2 0.0 -0.4 -0.049
C 6.610983 4.895371 2.522101 1.8 1.2 -0.5 -0.368
C 6.436484 5.334641 1.029998 -0.1 0.9 1.3 -0.216
O 5.183265 5.964709 0.903690 -1.2 -0.8 -0.4 -0.186
C 4.074731 5.021789 0.822746 0.5 0.9 -1.2 -0.076
N 7.839527 4.089284 2.498205 -0.7 -0.7 -0.2 0.013
H 6.248948 6.978516 3.366580 -0.4 -0.1 -0.2 0.064
H 7.853702 6.512097 3.656891 0.4 -0.6 -0.8 0.065
H 6.622638 5.802952 4.580189 -0.3 -0.4 0.0 0.062
H 5.702725 4.328641 2.726985 0.3 -0.2 0.6 0.111
H 6.604210 4.567286 0.274262 -0.3 -0.7 0.4 0.119
H 7.198594 6.072474 0.779217 0.0 0.4 0.2 0.121
H 3.232937 5.576259 0.407984 -0.2 0.4 0.9 0.066
H 3.844381 4.462744 1.729675 0.0 0.3 0.1 0.073
H 4.194181 4.326679 -0.008313 0.7 -0.5 0.1 0.077
H 8.090455 3.745783 3.414251 0.1 0.1 0.1 0.060
H 8.555736 4.723681 2.174636 0.4 -0.2 0.1 0.067
C 6.943683 0.541653 5.130804 2.2 0.2 0.9 -0.067
C 5.918135 0.337501 4.125396 -2.9 -0.3 -0.8 -0.462
C 6.160781 0.423018 2.635893 1.7 1.0 -1.0 -0.181
O 5.050863 0.226704 1.765448 0.0 -1.0 1.5 -0.183
C 4.265795 1.361497 1.636488 -0.5 1.4 -0.6 -0.125
N 5.387266 -1.007495 4.355562 -0.2 -0.3 0.2 0.058
H 7.665621 -0.272866 5.071837 0.3 0.0 0.3 0.090
H 6.446457 0.522089 6.100596 0.2 -0.2 0.0 0.082
H 7.501966 1.477147 5.095332 -0.1 0.1 -0.3 0.079
H 5.154228 1.032712 4.473553 -0.6 0.2 -0.7 0.122
H 6.893009 -0.317518 2.314101 0.0 -0.6 0.3 0.131
H 6.704542 1.325865 2.357885 -0.3 0.7 0.0 0.114
H 4.105175 1.972021 2.525069 0.6 -0.1 0.4 0.062
H 3.236357 1.180980 1.326987 0.1 -0.7 -0.3 0.088
H 4.751374 1.976400 0.878720 -0.2 0.5 -0.1 0.088
H 4.670896 -1.167826 3.661860 -0.5 0.0 -0.1 0.070
H 6.141594 -1.581750 4.007264 0.2 -0.7 0.3 0.077
C -2.793585 5.051499 0.459751 -0.9 -0.4 -0.3 -0.038
C -2.093922 4.944546 -0.928487 -1.8 1.6 1.6 -0.372
C -2.506411 6.078155 -1.896798 -1.2 0.4 -0.4 -0.205
O -3.838255 5.946459 -2.354678 -0.4 -0.9 -1.0 -0.206
C -4.304230 7.045051 -3.157448 0.4 -0.1 2.1 -0.083
N -0.713205 5.116936 -0.623325 0.9 -1.0 -1.1 0.065
H -2.557984 5.909288 1.089659 0.1 0.8 -0.8 0.078
H -2.496109 4.286377 1.176833 0.0 -0.8 -0.5 0.073
H -3.874237 5.018561 0.321175 0.0 -0.1 0.2 0.060
H -2.376932 3.994976 -1.382703 0.2 -0.2 -0.1 0.123
H -1.854920 6.143312 -2.768251 0.5 -0.4 -0.2 0.096
H -2.475770 7.090738 -1.494498 0.6 0.1 0.9 0.125
H -4.262830 7.867967 -2.443863 -0.5 0.7 -0.1 0.081
H -5.340038 6.822882 -3.414036 0.3 0.1 -0.3 0.094
H -3.657628 7.377540 -3.969520 0.0 -0.7 -0.5 0.071
H -0.363906 5.587010 -1.446199 1.0 0.3 0.4 0.049
H -0.642059 5.686146 0.207957 0.4 0.5 -0.3 0.039
```
Forces are in eV/Å.

Computed properties:
frontier orbital gap: 0.3149 hartree
highest occupied orbital energy: -8.29 eV
2S+1: 1
energy relative to the best compared isomer or geometry (same formula, charge and spin): 776.4 kJ/mol
maximum force: 0.0656 hartree/bohr
lowest unoccupied orbital energy: 0.276 eV
energy: -128476.1951 eV